(1)
16
Properties=species:S:1:pos:R:3:forces:R:3 method="wB97M-V/def2-TZVPD" gap_ev=9.0 relative_energy_ev=1.563 total_charge=0
O 2.035705 -4.484589 0.917703 -0.11 0.76 0.12
O 0.630503 2.192963 -0.354586 -1.26 0.16 -0.39
O -6.578932 0.681919 2.299938 0.50 -0.39 0.61
C 2.267625 0.024468 -0.508794 0.04 -1.03 0.74
C 1.905317 0.825965 -1.714187 -1.74 1.54 -0.43
C 0.883510 1.725390 -1.626451 2.48 -1.00 0.56
H -7.140549 1.237325 1.774244 -0.40 0.46 -0.27
H 2.361765 0.851241 -2.692596 0.03 -1.17 -0.14
H 0.200312 3.045213 -0.465074 -0.23 -0.03 0.29
H 2.727300 -4.792364 0.334849 0.08 -0.35 -0.08
H 1.575820 -5.236559 1.283097 0.04 -0.40 -0.04
H 2.344714 0.575244 0.416974 0.10 0.73 0.09
H -6.480632 1.119168 3.157148 -0.10 -0.07 -0.34
H 1.419476 -0.649132 -0.276770 0.33 0.10 -0.30
H 3.153319 -0.623881 -0.499210 -0.11 0.33 -0.70
H 0.319480 2.107174 -2.477924 0.38 0.36 0.28

=====

(2)
16
Properties=species:S:1:pos:R:3:forces:R:3 method="wB97M-V/def2-TZVPD" gap_ev=6.7 relative_energy_ev=1.945 total_charge=-1
S 1.580584 -1.174633 2.149493 -1.02 0.22 -0.12
O -1.196541 3.124256 1.171121 -1.78 1.68 0.68
O 0.049054 -0.900950 -3.554466 1.06 2.06 1.76
N 0.767730 -1.205343 -0.756186 -2.35 1.60 1.40
C -0.085937 -0.640151 1.482716 -0.06 1.84 1.57
C 0.019143 -0.039782 0.073964 -2.03 -3.84 -0.04
H 0.966929 -0.496198 -3.692858 -1.97 -0.98 0.44
H 0.646609 0.791059 0.017772 0.96 1.49 -0.04
H -0.533819 2.550670 0.886898 1.78 -1.59 -0.75
H -0.420587 0.364347 2.161162 0.09 -2.98 -1.25
H -1.104537 0.224866 -0.124406 2.04 -0.51 -0.84
H -1.640346 2.654534 1.879974 0.00 -0.11 0.07
H 1.623141 -1.057073 -0.201572 0.16 -0.80 -0.28
H -0.154639 -0.594135 -2.576843 1.01 -1.30 -2.45
H -0.864437 -1.528845 1.384779 1.23 1.94 0.72
H 0.347654 -2.072622 -0.301550 0.88 1.29 -0.87

=====

(3)
19
Properties=species:S:1:pos:R:3:forces:R:3 method="wB97M-V/def2-TZVPD" gap_ev=11.3 relative_energy_ev=3.093 total_charge=+1 smiles="C=C1C[C@H]1[NH+](C)C"
N -0.390919 -0.423187 0.572647 0.96 -2.09 -1.41
C -0.133252 -0.677483 1.998065 -0.42 0.79 1.04
C 0.499622 1.110523 -1.232581 0.65 -1.38 2.10
C 0.809615 0.061709 -0.140929 0.51 -1.42 -2.85
C -1.062124 -1.588907 -0.107641 -0.16 -0.49 -0.09
C 1.074690 1.471789 0.074097 1.92 3.73 -0.13
C 0.138796 1.345307 -2.465571 0.05 1.23 0.61
H 2.146232 1.886547 0.038071 -1.61 -0.92 0.34
H -2.044500 -1.596452 0.309287 -0.81 -0.20 0.57
H 0.446104 2.069618 0.774720 0.44 -0.65 -0.46
H 0.176963 2.356208 -2.853403 -0.02 -0.01 -0.03
H -1.113894 0.195087 0.396117 -1.30 2.69 0.22
H 0.897532 -0.441667 2.123101 0.70 0.36 0.54
H -1.289196 -1.438640 -1.212234 1.34 -0.32 1.33
H -0.227008 -1.721070 2.196580 -0.37 -0.67 0.23
H 1.669661 -0.684369 -0.410519 -1.98 1.16 1.10
H -0.280122 0.607192 -3.077439 -0.30 -1.07 -0.90
H -0.763295 -0.070142 2.697396 0.48 -0.57 -0.88
H -0.554906 -2.462064 0.320236 -0.08 -0.18 -1.30

=====

(4)
30
Properties=species:S:1:pos:R:3:forces:R:3 method="wB97M-V/def2-TZVPD" gap_ev=9.1 total_charge=0
Cl 3.632024 2.130104 -4.359393 -0.38 -0.35 1.45
S -3.571162 -0.565645 4.411469 2.06 -1.79 1.20
O -2.122198 -2.725902 1.269549 6.15 -5.56 0.44
N 0.955625 0.969387 -3.129418 2.08 -1.25 -5.33
C -0.735873 -1.471019 2.924141 2.74 1.04 0.72
C 1.599424 2.062520 -2.433823 1.09 -1.17 1.33
C 3.060215 1.885361 -2.524277 2.41 1.69 -1.49
C -2.741376 -0.588590 1.777804 -1.68 -2.08 -0.36
C 1.324837 -0.402842 -2.727011 0.02 -0.24 0.60
C -1.968658 -1.779876 2.197743 0.24 3.56 0.49
C -3.207061 -1.537888 2.960665 -1.66 2.47 -0.93
C 1.227735 1.955383 -0.940061 -3.41 4.55 -0.93
H 3.409085 0.892271 -2.249545 0.30 0.53 -0.15
H 2.614826 -0.236766 -2.199685 -4.36 -2.21 -1.41
H -1.171929 -0.822598 3.745868 1.49 -0.76 -0.48
H -0.305725 -2.428941 3.293564 -0.12 0.51 0.38
H -2.532192 0.417870 1.930481 0.73 1.38 0.93
H -1.054295 -3.416305 1.615346 -4.99 2.38 -1.98
H 0.193931 1.560277 -1.094298 0.65 0.00 1.15
H -4.032824 -2.160621 2.758757 -0.57 -0.85 -0.61
H 0.399447 -0.757572 -1.851417 3.32 0.41 -2.69
H 1.847589 1.381763 -0.319701 0.76 -0.78 0.79
H 0.211228 -0.881652 2.438233 -2.66 -1.36 0.59
H 3.674316 2.646207 -2.021336 -0.41 -0.30 -0.02
H 1.295790 -0.996645 -3.903352 0.15 1.01 4.39
H 1.557380 0.910798 -4.171373 -2.65 1.15 3.45
H -2.724342 -1.435776 5.137691 -1.22 1.26 0.01
H 1.031821 3.124318 -0.501154 0.88 -3.40 -0.92
H 1.331684 3.009316 -2.859666 -0.48 0.34 -0.21
H -3.199323 -0.736937 0.824199 -0.49 -0.20 -0.41

=====

(5)
10
Properties=species:S:1:pos:R:3:forces:R:3 method="wB97M-V/def2-TZVPD" gap_ev=9.2 relative_energy_ev=0.518 total_charge=0 smiles="NNC(N)=S"
S -1.397041 -1.593348 0.034141 0.33 0.85 -0.44
N -1.322824 1.121879 -0.077017 0.75 0.59 0.62
N 0.686179 0.087285 0.140737 -0.98 2.84 -0.64
N 1.677950 -0.847863 -0.136395 -0.35 0.73 -0.54
C -0.666429 -0.077715 0.001798 -0.34 -1.87 0.35
H 0.863795 1.070721 -0.170839 0.81 -1.51 0.21
H -2.307299 1.172501 -0.384402 1.15 -0.08 0.91
H 1.262120 -1.597624 -0.667106 -0.10 -0.38 0.02
H -0.831866 1.827439 0.526245 -1.54 -0.46 -1.18
H 2.035412 -1.163275 0.732838 0.27 -0.71 0.70

=====

(6)
12
Properties=species:S:1:pos:R:3:forces:R:3 method="wB97M-V/def2-TZVPD" gap_ev="6.5 / 6.5" relative_energy_ev=0.521 total_charge=+5 s_squared=1.6342 multiplicity=2
Ga 0.303887 3.007921 -0.545984 0.11 2.12 0.11
O -1.262889 -0.854972 0.389137 2.70 1.36 -3.36
O 1.920613 0.343345 -0.921085 1.57 -1.89 0.52
O 0.099126 1.328528 -1.225006 -0.15 1.00 1.16
O -1.399146 0.446666 -0.260078 -2.12 -1.98 1.11
C -1.809922 -0.990867 1.488640 -1.84 1.13 2.61
C 2.066353 -0.576162 -0.143000 -0.12 1.85 -0.67
Li -0.341011 1.067608 -3.213142 -0.52 -0.54 -2.29
H -1.253349 -1.625823 2.189637 -0.50 -1.30 0.18
H 3.023071 -1.135860 -0.170021 1.02 -0.92 0.01
H 1.290651 -0.687726 0.644585 0.29 -0.71 0.19
H -2.637381 -0.322661 1.766315 -0.43 -0.11 0.43